Entry 1:
Here is 10 unconnected molecules or ions with the total composition C23H27Cl27IN4O2P3 in a non-equilibrium geometry from the OMol25 dataset. Energies are from ωB97M-V/def2-TZVPD.

As for the charge: 0. The LUMO energy is -1.395 eV. The HOMO-LUMO gap comes out at 5.87 eV. Its total energy is -15008.8116 Eh. The HOMO energy comes out at -0.26704 hartree.

Bonds (Å) are listed after each position.
Atoms and positions in Å:
1 C 3.7445 -1.6248 -0.9446  C2 1.582, H25 1.120, H26 1.126, H27 1.125
2 C 2.3272 -1.8655 -0.2833  C1 1.582, C3 1.597, H28 1.129, H29 1.119
3 C 1.7579 -0.4653 0.2334  C2 1.597, I4 2.199, C5 1.569, H30 1.124
4 I 2.5225 0.0456 2.2309  C3 2.199
5 C 0.1922 -0.3973 0.1681  C3 1.569, C6 1.476, C24 1.508
6 C -0.6346 -1.3344 0.9539  C5 1.476, P7 1.862, C10 1.530
7 P 0.1878 -2.6213 2.0193  C6 1.862, C8 1.861, C9 1.864
8 C -0.4726 -2.6957 3.7577  P7 1.861, H31 1.135, H32 1.128, H33 1.128
9 C 0.3316 -4.2911 1.2043  P7 1.864, H34 1.123, H35 1.118, H36 1.132
10 C -2.1544 -1.2151 0.8287  C6 1.530, P11 1.857, C13 1.474
11 P -3.1489 -2.4372 1.8118  C10 1.857, O12 1.509, H37 1.419, H38 1.439
12 O -2.6849 -3.8693 1.7138  P11 1.509
13 C -2.7621 -0.1750 -0.0200  C10 1.474, P14 1.890, C16 1.512
14 P -4.6358 0.0345 -0.1558  C13 1.890, N15 1.595, H39 1.420, H40 1.433
15 N -5.0057 1.4977 0.3604  P14 1.595, H41 1.019
16 C -1.9100 0.7781 -0.8278  C13 1.512, N17 1.393, C24 1.465
17 N -2.5931 1.7149 -1.6001  C16 1.393, C18 1.349
18 C -1.6914 2.4445 -2.2883  N17 1.349, C19 1.486, H42 1.121
19 C -0.2113 2.3259 -2.2374  C18 1.486, N20 1.472, N23 1.341
20 N 0.5863 3.2462 -3.0637  C19 1.472, C21 1.247
21 C 1.0360 2.5761 -4.0148  N20 1.247, O22 1.188
22 O 1.4614 2.1467 -5.0370  C21 1.188
23 N 0.4198 1.4454 -1.4476  C19 1.341, C24 1.397
24 C -0.4557 0.6294 -0.7271  C5 1.508, C16 1.465, N23 1.397
25 H 4.0485 -2.5862 -1.4327  C1 1.120
26 H 4.4770 -1.2956 -0.1549  C1 1.126
27 H 3.5991 -0.8275 -1.7255  C1 1.125
28 H 2.5171 -2.4928 0.6362  C2 1.129
29 H 1.6036 -2.4185 -0.9333  C2 1.119
30 H 2.2364 0.3027 -0.4328  C3 1.124
31 H 0.3096 -3.1969 4.4096  C8 1.135
32 H -0.6139 -1.6621 4.1859  C8 1.128
33 H -1.4138 -3.3086 3.8651  C8 1.128
34 H 0.5722 -4.1372 0.1180  C9 1.123
35 H -0.5145 -4.9996 1.3856  C9 1.118
36 H 1.2512 -4.7811 1.6469  C9 1.132
37 H -4.5418 -2.4057 1.5433  P11 1.419
38 H -2.9968 -2.0416 3.1869  P11 1.439
39 H -5.3511 -0.9536 0.5718  P14 1.420
40 H -5.0300 -0.0832 -1.5287  P14 1.433
41 H -4.1627 1.9771 0.6750  N15 1.019
42 H -2.1038 3.2345 -2.9685  C18 1.121
43 C -1.1378 6.4498 -0.7824  Cl44 1.765, Cl45 1.768, Cl46 1.768, H47 1.084
44 Cl -1.8654 7.4490 -2.0418  C43 1.765
45 Cl -1.6388 4.7646 -0.9676  C43 1.768
46 Cl 0.6251 6.5792 -0.8290  C43 1.768
47 H -1.4816 6.8069 0.1817  C43 1.084
48 C 7.8364 -1.7142 0.9408  Cl49 1.768, Cl50 1.772, Cl51 1.766, H52 1.085
49 Cl 7.4874 -3.1881 0.0283  C48 1.768
50 Cl 8.2267 -0.3822 -0.1601  C48 1.772
51 Cl 6.4665 -1.2891 1.9716  C48 1.766
52 H 8.6985 -1.9001 1.5727  C48 1.085
53 C 0.9386 6.9200 -4.5699  Cl54 1.767, Cl55 1.768, Cl56 1.768, H57 1.087
54 Cl 2.6111 7.0486 -4.0149  C53 1.767
55 Cl 0.1509 8.5023 -4.5488  C53 1.768
56 Cl 0.8740 6.2112 -6.1886  C53 1.768
57 H 0.4030 6.2638 -3.8887  C53 1.087
58 C -4.7855 5.9479 1.3581  Cl59 1.766, Cl60 1.771, Cl61 1.766, H62 1.085
59 Cl -4.0477 4.3468 1.4593  C58 1.766
60 Cl -3.5707 7.2194 1.5658  C58 1.771
61 Cl -5.6339 6.1459 -0.1781  C58 1.766
62 H -5.5092 6.0396 2.1618  C58 1.085
63 C 5.0738 1.7951 -3.8300  Cl64 1.768, Cl65 1.773, Cl66 1.768, H67 1.085
64 Cl 5.7929 0.5927 -2.7509  C63 1.768
65 Cl 3.3087 1.8272 -3.6674  C63 1.773
66 Cl 5.7544 3.3954 -3.5112  C63 1.768
67 H 5.3136 1.5198 -4.8522  C63 1.085
68 C 0.1781 -6.1797 6.1932  Cl69 1.767, Cl70 1.770, Cl71 1.767, H72 1.085
69 Cl -1.1096 -4.9991 6.4585  C68 1.767
70 Cl 1.1160 -5.7670 4.7506  C68 1.770
71 Cl 1.2282 -6.2780 7.6108  C68 1.767
72 H -0.2762 -7.1529 6.0365  C68 1.085
73 C -7.6066 -1.1507 -3.3931  Cl74 1.768, Cl75 1.768, Cl76 1.767, H77 1.086
74 Cl -6.4360 -2.1411 -2.5133  C73 1.768
75 Cl -8.1589 0.1946 -2.3884  C73 1.768
76 Cl -6.9068 -0.5542 -4.9023  C73 1.767
77 H -8.4638 -1.7709 -3.6360  C73 1.086
78 C -6.0390 -5.7175 -1.0855  Cl79 1.766, Cl80 1.771, Cl81 1.767, H82 1.085
79 Cl -5.2334 -7.2852 -0.9801  C78 1.766
80 Cl -4.8750 -4.4058 -0.8376  C78 1.771
81 Cl -6.8612 -5.5487 -2.6408  C78 1.767
82 H -6.7846 -5.6638 -0.2985  C78 1.085
83 C 9.2014 0.6729 4.3220  Cl84 1.769, Cl85 1.767, Cl86 1.768, H87 1.085
84 Cl 9.2411 0.4955 2.5620  C83 1.769
85 Cl 8.2039 -0.5877 5.0553  C83 1.767
86 Cl 10.8384 0.6345 4.9885  C83 1.768
87 H 8.7603 1.6364 4.5570  C83 1.085

Entry 2:
Here is a single C11H21N3O5 molecule in a non-equilibrium geometry from the OMol25 dataset. Energies are from ωB97M-V/def2-TZVPD.

As for the charge: 0. The LUMO energy is 0.098 eV. The HOMO-LUMO gap comes out at 8.96 eV. Its total energy is -972.1942 Eh. Its structure (SMILES) is NCCCC[C@H](N)C(=O)N[C@@H](CCC(=O)O)C(=O)O. The HOMO energy comes out at -0.32563 hartree.

Bonds (Å) are listed after each position.
Atoms and positions in Å:
1 C -0.8677 1.3872 -0.8995  C2 1.573, C3 1.485, H14 1.024, N33 1.469
2 C 0.1362 0.8678 -1.9937  C1 1.573, N35 1.329, O36 1.243
3 C -2.1141 1.8319 -1.5727  C1 1.485, C4 1.558, H15 1.105, H16 1.104
4 C -3.3657 1.7310 -0.6500  C3 1.558, C5 1.556, H17 1.101, H18 1.048
5 C -3.3975 2.7972 0.4833  C4 1.556, C6 1.585, H19 1.134, H20 1.092
6 C -2.9887 2.3629 1.9512  C5 1.585, H21 1.075, H22 1.118, N34 1.511
7 C 0.8808 -1.1295 -0.6038  C8 1.469, C9 1.538, H26 1.118, N35 1.565
8 C 1.9743 -0.5157 0.1615  C7 1.469, O37 1.215, O40 1.360
9 C 0.9445 -2.6206 -0.9743  C7 1.538, C10 1.510, H27 1.061, H28 1.053
10 C 0.6213 -3.5644 0.1587  C9 1.510, C11 1.479, H29 1.117, H30 1.077
11 C 1.5701 -3.4529 1.2883  C10 1.479, O38 1.166, O39 1.380
12 H 0.3967 3.0154 -0.3411  N33 1.026
13 H 0.2400 1.6991 0.6793  N33 1.022
14 H -0.9559 0.5057 -0.3864  C1 1.024
15 H -2.3962 1.0779 -2.3294  C3 1.105
16 H -2.1054 2.8172 -2.0710  C3 1.104
17 H -3.2981 0.7354 -0.1840  C4 1.101
18 H -4.2165 1.8291 -1.2536  C4 1.048
19 H -4.4856 3.1008 0.5822  C5 1.134
20 H -2.7454 3.6336 0.2223  C5 1.092
21 H -2.0466 1.8615 1.8247  C6 1.075
22 H -3.7776 1.6130 2.2049  C6 1.118
23 H -2.2243 4.1506 2.6045  N34 1.004
24 H -2.9257 3.2396 3.8622  N34 1.014
25 H 1.3350 -0.5437 -2.7626  N35 1.036
26 H -0.0916 -0.8891 -0.1073  C7 1.118
27 H 1.9517 -2.6711 -1.3035  C9 1.061
28 H 0.1592 -2.7232 -1.6678  C9 1.053
29 H -0.3913 -3.3423 0.5736  C10 1.117
30 H 0.7781 -4.5896 -0.1330  C10 1.077
31 H 2.9854 -4.2838 0.1706  O39 0.946
32 H 3.8310 -0.2852 0.0988  O40 0.968
33 N -0.2591 2.3298 0.0490  C1 1.469, H12 1.026, H13 1.022
34 N -2.9686 3.5429 2.8953  C6 1.511, H23 1.004, H24 1.014
35 N 0.7903 -0.2869 -1.9192  C2 1.329, C7 1.565, H25 1.036
36 O 0.2383 1.5707 -3.0142  C2 1.243
37 O 1.9847 0.4688 0.8739  C8 1.215
38 O 1.3239 -3.0136 2.3401  C11 1.166
39 O 2.8302 -3.9612 1.0461  C11 1.380, H31 0.946
40 O 3.2085 -0.9674 -0.1898  C8 1.360, H32 0.968

Which of these has the highest HOMO?
C23H27Cl27IN4O2P3

Among the records above, which one has the lowest HOMO?
C11H21N3O5

Which value of charge does entry 1 give?
0